[1]
A molecular structure, C29H32FN4Pd in a non-equilibrium geometry. Source: the OMol25 dataset; level of theory: ωB97M-V with the def2-TZVPD basis set.

Output
E	-42749.4193	eV
ΔE to the lowest compared entry with this formula, charge and spin	0.0	kcal/mol
total charge	-1
Kohn-Sham gap (spin up / spin down)	5.772 / 5.785	eV

Atoms and positions in Å:
Pd (0.13818, -0.22876, 0.30009)
N (0.76954, 2.96087, 1.97044)
C (-0.54074, 2.43505, 2.03199)
C (-1.34343, 2.91838, 3.07521)
C (-2.62001, 2.34317, 3.23911)
C (-3.03530, 1.35232, 2.41742)
C (-2.16861, 0.85722, 1.29468)
N (-0.92291, 1.59835, 1.10968)
C (1.92512, 2.34451, 1.61438)
C (3.13583, 2.97457, 1.97754)
C (4.33453, 2.41948, 1.60272)
C (4.32486, 1.22337, 0.89423)
C (3.10067, 0.64055, 0.62219)
N (1.93295, 1.18564, 0.94812)
H (0.90260, 3.77100, 2.56189)
H (-0.98392, 3.68864, 3.74258)
H (-3.25722, 2.69786, 4.04170)
H (-3.98343, 0.85221, 2.56921)
H (-2.72531, 0.90196, 0.34098)
H (3.09231, 3.89069, 2.54821)
H (5.26684, 2.90704, 1.85366)
H (5.23742, 0.75610, 0.55763)
H (3.03903, -0.31049, 0.10526)
C (0.45499, -4.86533, 0.54546)
C (0.93716, -3.41370, 0.57034)
C (1.26576, -2.90733, 1.97971)
C (2.12975, -3.20930, -0.33524)
C (3.28872, -3.94244, -0.16141)
C (4.37123, -3.76776, -1.00513)
C (4.30551, -2.83007, -2.01967)
C (3.17923, -2.04596, -2.20385)
C (3.16561, -0.97491, -3.27447)
C (3.30597, -1.58248, -4.67374)
C (4.27616, 0.05281, -3.02316)
C (2.06471, -2.23784, -1.35736)
N (0.94053, -1.44547, -1.46736)
C (0.07845, -1.59219, -2.47580)
C (0.07447, -2.67923, -3.38675)
C (-0.89230, -2.80909, -4.35566)
C (-1.90795, -1.87368, -4.49193)
C (-1.93813, -0.78799, -3.62310)
C (-0.96943, -0.66061, -2.66481)
F (-1.02159, 0.42847, -1.81631)
H (-0.41288, -4.98731, 1.19283)
H (1.22898, -5.55775, 0.87349)
H (0.16283, -5.13754, -0.46859)
H (0.10287, -2.78744, 0.20385)
H (2.21270, -3.30824, 2.33915)
H (0.47811, -3.17841, 2.68140)
H (1.32656, -1.80812, 1.94013)
H (3.34671, -4.67284, 0.63532)
H (5.26355, -4.36400, -0.87398)
H (5.15444, -2.71042, -2.67962)
H (2.20583, -0.44976, -3.22675)
H (4.27164, -2.07270, -4.79248)
H (3.22356, -0.80893, -5.43644)
H (2.51842, -2.31148, -4.85177)
H (5.24524, -0.43498, -2.92804)
H (4.07732, 0.60798, -2.10812)
H (4.33086, 0.75809, -3.85248)
H (0.83959, -3.43586, -3.28630)
H (-0.86693, -3.66765, -5.01749)
H (-2.66313, -1.98430, -5.25746)
H (-2.71323, -0.03826, -3.67776)
C (-1.67031, -0.58437, 1.50652)
H (-2.34288, -1.35447, 1.11733)
H (-1.44932, -0.75183, 2.56675)


[2]
A molecular structure, C29H33AsBrMnN5O8S. Source: the OMol25 dataset; level of theory: ωB97M-V with the def2-TZVPD basis set.

Output
spin multiplicity	2
E	-227477.5836	eV
ΔE to the lowest compared entry with this formula, charge and spin	7.4	kcal/mol
Kohn-Sham gap (spin up / spin down)	7.779 / 7.143	eV

Atoms and positions in Å:
Mn (-0.39621, -1.13422, -0.15022)
O (-1.27808, -4.68030, 1.77298)
As (-0.19712, -3.43857, 1.14597)
O (-0.54315, -3.24710, -0.48232)
O (-0.56972, -1.94086, 1.79710)
C (1.50051, -4.17087, 1.66643)
C (1.52040, -5.47253, 2.15578)
C (2.72044, -6.05408, 2.54018)
C (3.90067, -5.33800, 2.43219)
C (3.88608, -4.04056, 1.94118)
C (2.69136, -3.45210, 1.56047)
S (2.77724, -1.76175, 0.97803)
O (4.03422, -1.65463, 0.27340)
O (2.64929, -0.92076, 2.14518)
O (1.63316, -1.66558, 0.04068)
H (-2.06339, -4.66995, 1.20950)
H (0.59344, -6.02327, 2.23270)
H (2.73091, -7.06758, 2.91849)
H (4.83813, -5.79227, 2.72537)
H (4.80196, -3.47531, 1.83359)
C (1.04106, 1.78938, 4.03422)
C (0.32315, 1.91938, 2.72415)
C (-0.25326, 3.09995, 2.28381)
C (-0.87884, 3.13494, 1.05040)
C (-0.90569, 1.97719, 0.29459)
Br (-1.66759, 2.10101, -1.43337)
N (-0.38677, 0.82013, 0.69432)
C (0.21642, 0.81087, 1.89550)
H (1.45708, 2.74524, 4.35127)
H (1.84744, 1.06122, 3.95243)
H (0.35911, 1.44310, 4.81345)
H (-0.20435, 3.99853, 2.88719)
H (-1.32139, 4.04031, 0.66326)
H (0.64765, -0.13149, 2.19646)
O (4.78101, -1.85353, -5.45912)
C (3.61341, -1.33099, -5.89543)
O (3.52959, -0.88767, -7.00648)
C (2.47982, -1.33172, -4.91963)
C (1.48952, -0.37100, -5.09343)
C (0.44459, -0.28777, -4.19164)
C (0.40058, -1.17010, -3.11854)
C (1.35984, -2.15588, -2.94910)
C (2.39845, -2.23102, -3.86309)
N (-0.64463, -1.07399, -2.15090)
C (-1.84936, -1.16789, -2.56259)
C (-2.89199, -1.08660, -1.53993)
C (-4.25120, -1.10292, -1.80815)
C (-5.12563, -0.98588, -0.73917)
C (-4.61306, -0.87126, 0.54206)
C (-3.24058, -0.88086, 0.72949)
N (-2.39700, -0.98054, -0.29524)
H (4.73430, -2.02058, -4.50973)
H (1.56328, 0.31061, -5.92943)
H (-0.31411, 0.47849, -4.29489)
H (1.28138, -2.83696, -2.11453)
H (3.13489, -3.01661, -3.73701)
H (-2.09927, -1.31745, -3.60941)
H (-4.60188, -1.19935, -2.82608)
H (-6.19496, -0.98734, -0.90345)
H (-5.26717, -0.78343, 1.39827)
H (-2.78186, -0.83291, 1.70894)
C (5.31996, 0.60331, -2.17726)
C (4.11100, 1.42876, -1.74629)
C (3.94217, 2.62788, -2.67265)
C (4.30409, 1.89116, -0.29679)
N (2.95171, 0.53490, -1.90801)
N (1.70006, 1.04565, -1.47857)
H (6.23309, 1.19773, -2.11912)
H (5.19680, 0.26813, -3.20955)
H (5.43381, -0.26715, -1.52825)
H (4.81966, 3.27499, -2.62293)
H (3.07293, 3.22850, -2.39495)
H (3.81438, 2.29374, -3.70428)
H (5.22949, 2.46207, -0.19931)
H (4.35616, 1.03093, 0.37208)
H (3.49396, 2.54614, 0.03720)
H (3.11530, -0.31185, -1.37313)
H (1.29884, 1.57194, -2.24565)
H (1.80054, 1.67419, -0.68312)


[3]
A molecular structure, C29H33AuBrFN3O2SSi in a non-equilibrium geometry. Source: the OMol25 dataset; level of theory: ωB97M-V with the def2-TZVPD basis set.

Output
spin multiplicity	3
E	-134332.2416	eV
ΔE to the lowest compared entry with this formula, charge and spin	10.0	kcal/mol
total charge	+1
Kohn-Sham gap (spin up / spin down)	7.570 / 5.816	eV

Atoms and positions in Å:
Au (-0.68830, 0.00166, -0.06231)
C (-0.51600, -3.16744, -0.40681)
Si (-2.38170, -2.83984, -0.38641)
C (-3.14910, -3.59574, -1.95991)
C (-3.09930, -3.55774, 1.23569)
N (-2.61340, -1.10244, -0.31541)
C (-3.77590, -0.47444, -0.37131)
C (-5.03030, -1.14514, -0.44991)
C (-6.22460, -0.47054, -0.44981)
C (-6.26240, 0.92046, -0.38501)
C (-5.06800, 1.62426, -0.32231)
C (-3.87540, 0.94486, -0.31841)
F (-2.74150, 1.68506, -0.27301)
H (-0.32850, -4.23594, -0.40991)
H (-0.01900, -2.75084, 0.46229)
H (-0.06050, -2.75204, -1.29851)
H (-2.87100, -4.64204, -2.03051)
H (-2.76950, -3.09234, -2.84411)
H (-4.23180, -3.54284, -1.99391)
H (-2.85700, -4.61184, 1.30909)
H (-4.17680, -3.45534, 1.29989)
H (-2.66490, -3.05294, 2.09299)
H (-5.02710, -2.22004, -0.49091)
H (-7.15010, -1.02254, -0.49831)
H (-7.20030, 1.45156, -0.38531)
H (-5.05150, 2.70176, -0.27891)
N (1.39380, 0.66356, -0.31981)
S (2.59770, 0.53666, 0.71929)
C (3.71090, 1.86316, 0.20189)
C (4.36430, 1.84816, -1.01881)
C (5.08710, 2.96426, -1.40641)
C (5.14670, 4.07906, -0.58391)
C (4.49580, 4.08006, 0.63959)
C (3.76760, 2.97046, 1.03229)
C (3.59750, -0.91184, 0.25719)
C (3.06480, -1.88164, -0.57191)
C (3.77880, -3.04814, -0.79481)
C (5.01450, -3.23154, -0.19491)
C (5.54610, -2.24474, 0.62089)
C (4.83250, -1.08204, 0.86099)
H (1.69080, 0.67706, -1.28641)
H (4.31770, 0.97736, -1.65601)
H (5.60840, 2.96056, -2.35101)
H (5.69160, 4.95316, -0.90351)
H (4.55500, 4.93896, 1.28919)
H (3.24450, 2.95236, 1.97539)
H (2.09910, -1.72354, -1.02961)
H (3.36020, -3.81254, -1.43021)
H (5.56000, -4.14884, -0.35561)
H (6.51200, -2.38144, 1.08339)
H (5.22940, -0.31324, 1.50789)
Br (-0.82300, 0.43586, 6.70259)
C (-0.80620, 0.22066, 4.80599)
C (-1.85170, 0.73096, 4.05579)
C (-1.80550, 0.60676, 2.67759)
C (-0.75100, -0.03094, 2.04099)
C (0.25760, -0.57654, 2.82069)
C (0.25080, -0.43814, 4.20069)
H (-2.68150, 1.22876, 4.53619)
H (-2.61730, 1.02096, 2.10139)
H (1.07290, -1.11794, 2.36439)
H (1.05970, -0.83344, 4.79579)
N (-0.43960, 4.10666, -3.02271)
C (-0.91040, 3.00286, -2.19331)
C (-0.49980, 1.69446, -2.86921)
O (-0.00150, 1.86846, -4.06941)
O (-0.63390, 0.59056, -2.38471)
H (-1.10920, 4.86396, -3.06371)
H (-0.01900, 2.84876, -4.24741)
H (0.43640, 4.48696, -2.68511)
H (-2.00260, 3.00456, -2.16521)
H (-0.55820, 3.00266, -1.15501)